Entry from OMol25: a molecular structure, C19H30ClN5PtS (wB97M-V/def2-TZVPD).

Summary:
HOMO-LUMO gap (spin up / spin down) = 4.17 / 4.52 eV
energy relative to the best compared isomer or geometry (same formula, charge and spin) = 49.00 kcal/mol
LUMO energy (spin up / spin down) = -0.56222 / -0.55277 Ha
HOMO energy (spin up / spin down) = -19.470 / -19.560 eV
spin multiplicity = 1
total charge = +4

Element x y z (Å)
Pt 0.17 -0.35 -0.12
N 3.29 -4.02 3.45
C 2.42 -3.20 2.50
C 1.02 -3.05 3.10
C 0.00 -2.46 2.12
N 0.20 -0.97 1.88
C 0.03 -3.23 0.81
C 1.40 -3.25 0.17
N 1.79 -1.86 -0.29
C 2.42 -3.87 1.13
H 3.31 -3.63 4.40
H 4.26 -4.08 3.13
H 2.95 -4.99 3.54
H 2.94 -2.24 2.46
H 1.06 -2.47 4.03
H 0.64 -4.04 3.38
H -0.99 -2.55 2.57
H 1.11 -0.68 2.23
H -0.46 -0.44 2.45
H -0.72 -2.84 0.11
H -0.27 -4.26 1.02
H 1.36 -3.86 -0.73
H 2.18 -1.91 -1.22
H 2.57 -1.52 0.28
H 3.42 -3.86 0.69
H 2.14 -4.93 1.24
C -0.46 4.39 -4.44
C 0.14 4.24 -3.09
C 0.50 5.30 -2.27
C 1.09 5.06 -1.03
N 1.36 3.78 -0.65
C 1.02 2.80 -1.43
S 1.56 1.16 -1.00
N 0.39 3.00 -2.62
C 1.44 6.16 -0.10
H -1.15 5.24 -4.46
H -0.99 3.50 -4.76
H 0.33 4.61 -5.16
H 0.32 6.31 -2.61
H 0.17 2.20 -3.20
H 0.53 6.52 0.38
H 1.88 7.00 -0.64
H 2.13 5.81 0.67
Cl -1.37 -0.76 -2.50
C -2.78 -0.57 -1.51
C -3.95 -1.14 -1.92
C -5.06 -1.05 -1.08
C -4.97 -0.42 0.19
C -3.79 0.13 0.60
C -2.66 0.14 -0.26
C -1.46 0.93 0.08
H -4.02 -1.65 -2.87
H -6.00 -1.49 -1.39
H -5.85 -0.37 0.82
H -3.72 0.65 1.55
H -1.54 1.40 1.06
H -1.31 1.72 -0.66


Entry from OMol25: a molecular structure, C19H30DyNO2P2 (wB97M-V/def2-TZVPD).

Summary:
HOMO-LUMO gap (spin up / spin down) = 6.77 / 6.83 eV
energy relative to the best compared isomer or geometry (same formula, charge and spin) = 0.00 kcal/mol
LUMO energy (spin up / spin down) = 0.00210 / 0.00256 Ha
HOMO energy (spin up / spin down) = -6.712 / -6.757 eV
spin multiplicity = 6

Element x y z (Å)
C -3.12 -3.56 -0.57
C -1.98 -2.76 -0.53
N -2.05 -1.42 -0.25
C -3.22 -0.93 0.20
C -4.39 -1.69 0.23
C -4.34 -3.00 -0.20
C -0.66 -3.43 -0.85
P 0.84 -2.70 0.04
Dy -0.02 -0.13 -0.75
P -2.01 1.66 0.15
C -3.30 0.47 0.74
O 0.02 -2.93 -3.66
O 0.98 -0.81 -2.56
H -3.01 -4.60 -0.92
H -5.30 -1.24 0.58
H -5.23 -3.62 -0.22
C 0.85 -3.65 1.57
C 2.26 -3.35 -0.86
H -4.28 0.89 0.53
H -3.19 0.47 1.84
H -0.39 -3.35 -1.98
H -0.66 -4.50 -0.54
C -2.11 2.95 1.43
C -2.94 2.50 -1.20
H 0.03 0.51 -2.70
H 1.83 -0.36 -2.73
H 0.31 -1.98 -3.48
H -0.85 -2.91 -4.09
H 0.10 0.01 1.13
H -0.36 1.15 -2.50
H 1.09 -4.69 1.32
H 1.62 -3.21 2.22
H -0.13 -3.57 2.06
H 2.22 -4.45 -0.82
H 2.27 -3.02 -1.91
H 3.15 -2.98 -0.35
H -3.82 3.03 -0.82
H -2.25 3.21 -1.69
H -3.25 1.74 -1.95
H -3.02 3.55 1.33
H -2.09 2.49 2.42
H -1.23 3.59 1.33
C 1.78 1.17 -0.29
C 2.54 1.95 0.30
C 3.39 2.88 0.95
C 3.96 2.55 2.20
C 4.73 3.49 2.87
C 4.95 4.74 2.30
C 4.41 5.07 1.06
C 3.64 4.15 0.36
H 3.75 1.55 2.61
H 5.15 3.22 3.82
H 5.55 5.46 2.83
H 4.59 6.04 0.61
H 3.19 4.38 -0.62


Entry from OMol25: 2 unconnected molecules or ions with the total composition C19H30IN3O2 (wB97M-V/def2-TZVPD).

Summary:
SMILES = COCCCc1ccc2nc(C[C@H](C)I)cnc2c1.COC[C@@H](C)N
HOMO-LUMO gap = 8.91 eV
energy relative to the best compared isomer or geometry (same formula, charge and spin) = 0.00 kcal/mol
LUMO energy = -0.00329 Ha
HOMO energy = -9.003 eV
spin multiplicity = 1

Element x y z (Å)
C 1.07 -2.24 0.27
O 0.11 -2.17 -0.77
C -0.18 -0.82 -1.14
C -1.32 -0.25 -0.29
C -1.25 1.26 -0.01
C 0.08 1.69 0.55
C 0.37 1.41 1.91
C 1.57 1.74 2.45
C 2.55 2.37 1.67
N 3.75 2.69 2.23
C 4.64 3.26 1.45
C 5.98 3.60 2.04
C 7.10 2.59 1.71
C 7.14 2.09 0.28
I 6.98 0.91 3.04
C 4.33 3.56 0.09
N 3.20 3.28 -0.47
C 2.27 2.66 0.32
C 1.02 2.31 -0.22
H 1.04 -3.26 0.66
H 2.07 -2.01 -0.11
H 0.84 -1.55 1.09
H -0.45 -0.86 -2.19
H 0.73 -0.22 -1.05
H -2.26 -0.48 -0.79
H -1.33 -0.79 0.65
H -1.50 1.84 -0.90
H -2.01 1.49 0.73
H -0.38 0.93 2.51
H 1.80 1.53 3.49
H 5.84 3.64 3.12
H 6.29 4.59 1.71
H 8.05 3.07 1.93
H 6.26 1.49 0.04
H 8.01 1.47 0.13
H 7.19 2.93 -0.41
H 5.08 4.07 -0.52
H 0.82 2.54 -1.26
C -6.82 -4.08 -1.29
C -5.48 -3.91 -2.01
C -4.45 -3.08 -1.23
O -4.69 -1.69 -1.23
C -5.61 -1.22 -0.26
N -5.72 -3.39 -3.36
H -7.42 -3.17 -1.35
H -7.39 -4.87 -1.76
H -6.67 -4.33 -0.24
H -5.04 -4.90 -2.12
H -3.48 -3.21 -1.71
H -4.36 -3.44 -0.20
H -5.55 -1.81 0.66
H -6.64 -1.25 -0.63
H -5.36 -0.19 -0.04
H -4.86 -3.40 -3.89
H -5.97 -2.41 -3.28


Entry from OMol25: 4 unconnected molecules or ions with the total composition C19H30N2O16S (wB97M-V/def2-TZVPD).

Summary:
SMILES = C[C@H]1OS(=O)(=O)O[C@]1(CC(=O)N(C)C)ON=O.C[C@@H]1COC(=O)O1.C[C@@H]1COC(=O)O1.C[C@@H]1COC(=O)O1
HOMO-LUMO gap = 8.47 eV
LUMO energy = -0.03433 Ha
HOMO energy = -9.401 eV
spin multiplicity = 1

Element x y z (Å)
C 1.29 -1.94 1.95
C 1.24 -1.25 0.60
O 0.76 -2.23 -0.37
S 0.39 -1.46 -1.72
O 1.58 -1.30 -2.48
O -0.79 -2.00 -2.29
O 0.00 -0.09 -1.02
C 0.28 -0.05 0.38
C -1.01 -0.17 1.17
C -2.11 0.79 0.70
O -1.82 1.79 0.10
N -3.45 0.44 0.97
C -3.62 -0.40 2.16
C -4.07 -0.17 -0.22
O 0.93 1.19 0.59
N 1.94 1.10 1.64
O 1.61 1.71 2.57
H 0.87 -1.35 2.76
H 0.78 -2.90 1.90
H 2.33 -2.13 2.21
H 2.24 -0.99 0.26
H -1.34 -1.21 1.14
H -0.77 0.06 2.21
H -3.35 -1.46 1.99
H -4.66 -0.35 2.47
H -3.03 -0.02 2.99
H -4.10 -1.26 -0.13
H -3.50 0.11 -1.11
H -5.09 0.20 -0.33
C 4.09 -2.03 -4.29
C 5.32 -1.17 -4.29
C 5.34 -0.05 -5.30
O 6.75 0.14 -5.51
C 7.36 -1.05 -5.28
O 8.49 -1.28 -5.54
O 6.49 -1.92 -4.71
H 4.25 -2.93 -3.69
H 3.25 -1.49 -3.87
H 3.84 -2.35 -5.30
H 5.52 -0.79 -3.29
H 4.88 0.87 -4.95
H 4.89 -0.34 -6.25
C 1.15 4.89 -3.08
C 2.09 3.82 -3.59
C 1.47 2.76 -4.47
O 2.35 1.65 -4.25
C 2.88 1.79 -3.01
O 3.49 0.94 -2.44
O 2.60 3.01 -2.51
H 1.64 5.48 -2.30
H 0.86 5.55 -3.89
H 0.25 4.44 -2.65
H 2.95 4.28 -4.09
H 1.44 3.02 -5.52
H 0.47 2.47 -4.13
C -5.00 -0.75 8.35
C -5.58 -1.21 7.03
C -4.63 -1.96 6.13
O -5.19 -1.69 4.83
C -5.81 -0.49 4.90
O -6.22 0.12 3.97
O -5.90 -0.08 6.19
H -5.67 -0.05 8.84
H -4.86 -1.61 9.01
H -4.04 -0.26 8.21
H -6.50 -1.77 7.19
H -4.61 -3.04 6.31
H -3.62 -1.56 6.16


Entry from OMol25: a single C19H30N2O4 molecule (wB97M-V/def2-TZVPD).

Summary:
SMILES = COCC(=O)N1CCC[C@H](N(C)CCc2ccc(OC)c(OC)c2)C1
HOMO-LUMO gap = 8.56 eV
energy relative to the best compared isomer or geometry (same formula, charge and spin) = 77.44 kcal/mol
LUMO energy = 0.02842 Ha
HOMO energy = -7.789 eV
spin multiplicity = 1

Element x y z (Å)
C -3.84 -3.58 3.74
H -4.31 -3.69 4.71
O -2.47 -3.85 3.93
C -1.72 -3.78 2.74
C -1.62 -2.38 2.11
O -1.89 -2.22 0.94
N -1.24 -1.37 2.92
C -0.67 -1.51 4.24
H -0.91 -2.48 4.66
C 0.85 -1.29 4.18
C 1.16 0.07 3.55
H 2.23 0.21 3.46
H 0.76 0.85 4.21
C 0.50 0.16 2.17
N 0.88 1.36 1.45
C 0.49 2.61 2.05
H 0.87 2.67 3.07
H 0.95 3.42 1.48
H -0.60 2.77 2.06
C 0.57 1.32 0.03
H -0.31 1.94 -0.21
C 1.77 1.81 -0.80
C 1.44 1.79 -2.27
C 1.21 2.96 -2.97
C 0.89 2.93 -4.32
C 0.78 1.73 -4.99
C 1.00 0.53 -4.28
C 1.33 0.58 -2.94
H 1.51 -0.33 -2.39
O 0.86 -0.62 -5.01
C 1.00 -1.85 -4.35
H 0.81 -2.61 -5.10
H 0.28 -1.96 -3.53
H 2.01 -1.98 -3.95
O 0.46 1.59 -6.31
C 0.24 2.75 -7.07
H 0.02 2.40 -8.07
H -0.61 3.32 -6.68
H 1.13 3.39 -7.09
H 0.72 3.86 -4.83
H 1.29 3.92 -2.47
H 2.03 2.82 -0.49
H 2.61 1.15 -0.59
H 0.33 0.30 -0.27
H 0.88 -0.68 1.58
C -1.02 -0.06 2.34
H -1.52 -0.03 1.37
H -1.44 0.69 3.00
H 1.26 -1.35 5.18
H 1.30 -2.08 3.57
H -1.12 -0.74 4.88
H -0.72 -4.15 2.98
H -2.15 -4.44 1.97
H -4.00 -2.57 3.36
H -4.28 -4.30 3.03


Entry from OMol25: 4 unconnected molecules or ions with the total composition C19H30N2O8 (wB97M-V/def2-TZVPD).

Summary:
HOMO-LUMO gap = 9.44 eV
energy relative to the best compared isomer or geometry (same formula, charge and spin) = 4.19 kcal/mol
LUMO energy = 0.01770 Ha
HOMO energy = -8.954 eV
spin multiplicity = 1

Element x y z (Å)
C -3.29 -1.17 -5.97
C -2.45 -0.46 -4.92
N -1.12 -1.08 -4.77
C -0.68 -1.34 -3.43
C -0.87 -2.70 -2.82
N -0.06 -2.90 -1.86
C -0.01 -4.17 -0.93
O 0.02 -3.83 0.24
O -0.10 -5.18 -1.58
C 0.88 -1.77 -1.70
C 0.81 -1.12 -3.09
H -3.35 -2.24 -5.75
H -2.88 -1.04 -6.98
H -4.31 -0.78 -5.95
H -2.32 0.59 -5.20
H -2.98 -0.46 -3.96
H -1.08 -1.93 -5.33
H -1.22 -0.68 -2.74
H -1.58 -3.47 -3.12
H 1.85 -2.19 -1.45
H 0.50 -1.09 -0.94
H 1.50 -1.59 -3.78
H 1.00 -0.05 -3.07
O -2.08 1.76 -1.46
C -1.59 1.76 -0.36
O -0.93 0.68 0.11
C -0.52 0.90 1.47
C -0.49 2.41 1.65
C -1.60 2.85 0.69
H -1.25 0.41 2.12
H 0.45 0.42 1.62
H -0.64 2.73 2.67
H 0.46 2.81 1.31
H -2.58 2.85 1.16
H -1.43 3.82 0.22
O -0.13 4.07 4.63
C -1.24 4.04 5.07
O -2.32 4.35 4.32
C -3.52 4.34 5.11
C -3.19 3.45 6.31
C -1.69 3.70 6.48
H -3.74 5.36 5.41
H -4.33 3.96 4.50
H -3.79 3.68 7.19
H -3.36 2.40 6.05
H -1.48 4.56 7.12
H -1.13 2.85 6.85
O 4.30 -0.21 -0.99
C 4.69 -1.27 -0.59
O 3.97 -2.40 -0.78
C 4.59 -3.52 -0.12
C 6.06 -3.12 0.04
C 5.95 -1.60 0.19
H 4.09 -3.67 0.84
H 4.44 -4.41 -0.73
H 6.54 -3.62 0.87
H 6.61 -3.36 -0.87
H 5.79 -1.29 1.22
H 6.79 -1.05 -0.22


Entry from OMol25: a gas-phase ion, C19H30NO (charge +1) (wB97M-V/def2-TZVPD).

Summary:
SMILES = CC(=O)/[NH+]=C(\C[C@@H](C)c1c(C)cc(C)cc1C)C(C)(C)C
HOMO-LUMO gap = 6.09 eV
LUMO energy = -0.18282 Ha
HOMO energy = -11.061 eV
spin multiplicity = 1
total charge = +1

Element x y z (Å)
C 1.06 -0.12 2.90
C -0.19 0.04 2.04
C -1.33 0.62 2.86
C 0.16 1.04 0.93
C -0.64 -1.31 1.44
C -0.46 -2.64 2.09
N -1.20 -1.18 0.23
C -1.61 -2.20 -0.66
C -2.43 -1.63 -1.77
O -1.33 -3.38 -0.54
H 1.90 -0.48 2.30
H 1.36 0.86 3.31
H 0.93 -0.79 3.76
H -2.23 0.75 2.23
H -1.60 0.00 3.72
H -1.06 1.62 3.23
H -0.72 1.37 0.36
H 0.57 1.96 1.38
H 0.92 0.63 0.26
H -0.37 -3.42 1.31
H 0.53 -2.62 2.58
H -1.43 -0.26 -0.13
H -2.10 -0.63 -2.07
H -2.35 -2.31 -2.62
H -3.48 -1.58 -1.45
C -2.93 -2.70 2.72
C -1.49 -3.02 3.12
C -1.34 -4.47 3.61
C -0.90 -4.73 4.93
C -0.81 -3.63 5.97
C -0.62 -6.04 5.31
C -0.86 -7.11 4.47
C -0.55 -8.51 4.91
C -1.42 -6.86 3.22
C -1.73 -5.57 2.81
C -2.52 -5.46 1.54
H -3.14 -1.63 2.89
H -3.08 -2.92 1.65
H -3.61 -3.29 3.34
H -1.26 -2.39 3.99
H -0.43 -4.04 6.91
H -0.14 -2.82 5.66
H -1.80 -3.18 6.19
H -0.22 -6.22 6.32
H -0.82 -9.22 4.14
H 0.51 -8.63 5.15
H -1.11 -8.75 5.82
H -1.66 -7.70 2.56
H -2.60 -6.45 1.07
H -3.55 -5.12 1.70
H -2.06 -4.80 0.80


Entry from OMol25: a molecular structure, C19H31AlBr2Cl4F8Mg2N3O9P (wB97M-V/def2-TZVPD).

Summary:
HOMO-LUMO gap = 1.22 eV
LUMO energy = -0.21994 Ha
HOMO energy = -7.201 eV
spin multiplicity = 1

Element x y z (Å)
C 1.32 2.60 -0.22
C 2.35 1.66 -1.10
O 2.75 2.33 -2.39
C 1.88 0.10 -1.29
C 0.35 -0.11 -1.84
Cl 0.31 -1.86 -2.55
C -0.03 0.87 -3.14
N -0.27 1.58 -4.21
C -0.79 -0.09 -0.66
C -0.87 -1.66 -0.08
N -0.81 -2.89 0.38
C -2.31 0.26 -1.18
C -2.63 1.82 -0.77
C -2.85 2.84 -2.04
F -3.94 1.81 -0.02
H 1.20 2.04 0.83
H 1.90 3.59 0.02
H 0.29 2.81 -0.75
H 3.36 1.63 -0.47
H 2.74 3.32 -2.15
H 1.98 -0.41 -0.22
H 2.68 -0.46 -1.97
H -0.54 0.57 0.27
H -3.05 -0.41 -0.53
H -2.53 -0.01 -2.30
H -1.85 2.29 -0.04
H -3.74 2.57 -2.75
H -1.88 3.00 -2.68
H -3.11 3.90 -1.56
Mg 2.16 4.80 -2.39
F -0.64 -8.95 0.08
Al -0.84 -7.16 0.19
F 0.64 -6.44 0.91
F -2.26 -6.78 1.24
F -1.11 -6.49 -1.45
O -4.60 -0.73 2.19
P -4.44 0.42 3.19
O -4.76 -0.09 4.61
O -5.42 1.56 2.83
O -3.00 0.95 3.15
C -7.90 -0.49 5.80
Cl -8.80 0.46 7.00
Cl -8.50 -2.16 5.76
Cl -8.03 0.26 4.20
H -6.85 -0.51 6.09
C 9.11 8.15 -4.12
C 7.75 8.78 -4.37
O 6.70 7.93 -3.87
C 6.48 7.99 -2.52
O 7.12 8.70 -1.75
C 5.32 7.08 -2.13
F 5.40 5.84 -2.69
F 4.11 7.59 -2.51
F 5.23 6.87 -0.78
H 9.15 7.14 -4.55
H 9.90 8.76 -4.57
H 9.32 8.05 -3.05
H 7.59 8.88 -5.45
H 7.68 9.78 -3.93
O -6.21 -5.05 6.08
H -6.61 -5.93 5.96
H -6.96 -4.46 6.19
Mg -0.60 -5.75 2.54
Br -3.12 -12.14 1.48
C -2.44 -11.35 -0.17
C -2.98 -12.07 -1.38
Br -2.05 -13.77 -1.66
H -1.35 -11.36 -0.10
H -2.79 -10.31 -0.15
H -2.78 -11.49 -2.29
H -4.04 -12.30 -1.32
C 6.19 4.39 1.64
C 4.72 4.33 1.73
N 3.56 4.28 1.81
H 6.66 4.12 2.59
H 6.57 3.70 0.88
H 6.53 5.39 1.38
O -7.05 -7.75 4.57
H -7.26 -8.69 4.66
H -6.38 -7.72 3.87